[1]
Below is a structure of composition C11H24F8N5O16S8Sr in a non-equilibrium geometry, with properties calculated with ωB97M-V/def2-TZVPD.

- largest force on an atom (eV/A) = 10.3
- frontier orbital gap (eV) = 4.97
- E_tot (eV) = -161253.4841
- 2S+1 = 1
- LUMO (eV) = -2.7
- energy above the lowest of the compared OMol25 structures with the same formula, charge and spin (kcal per mole) = 270.9
- net charge = -1

Cartesian coordinates (Å):
1 Sr -4.31 -2.06 28.12
2 C -10.56 -4.79 38.39
3 C -9.32 -5.53 38.77
4 C -8.40 -6.04 37.61
5 C -9.30 -6.75 36.61
6 N -8.93 -6.83 35.12
7 C -9.06 -5.41 34.55
8 C -7.73 -5.26 33.73
9 C -6.70 -5.98 34.58
10 C -7.47 -7.25 34.95
11 C -9.79 -7.86 34.39
12 C -11.26 -7.38 33.85
13 C -12.27 -8.61 33.91
14 H -10.46 -4.21 37.47
15 H -10.79 -4.16 39.25
16 H -11.32 -5.57 38.27
17 H -9.54 -6.38 39.42
18 H -8.77 -4.89 39.45
19 H -7.57 -6.63 38.00
20 H -7.95 -5.16 37.16
21 H -10.33 -6.45 36.44
22 H -9.35 -7.79 36.93
23 H -9.90 -5.37 33.85
24 H -9.27 -4.64 35.29
25 H -7.91 -5.64 32.73
26 H -7.36 -4.25 33.54
27 H -5.86 -6.16 33.91
28 H -6.30 -5.29 35.32
29 H -7.44 -7.88 34.06
30 H -7.27 -7.90 35.80
31 H -9.85 -8.68 35.11
32 H -9.26 -8.22 33.51
33 H -11.07 -7.05 32.83
34 H -11.66 -6.54 34.42
35 H -11.91 -9.46 33.34
36 H -13.28 -8.32 33.61
37 H -12.50 -8.86 34.95
38 N -7.06 0.80 30.18
39 S -8.58 0.86 30.82
40 O -9.58 1.77 30.38
41 O -8.78 0.42 32.15
42 F -8.96 -0.48 29.99
43 S -6.89 2.30 30.27
44 O -6.52 2.91 31.54
45 O -7.55 3.10 29.28
46 F -5.39 2.23 29.67
47 N -4.10 0.06 24.24
48 S -5.18 0.70 23.36
49 O -5.64 -0.05 22.21
50 O -5.20 2.11 23.29
51 F -6.40 0.44 24.45
52 S -3.02 -0.05 22.88
53 O -2.53 1.18 22.28
54 O -2.95 -1.29 22.12
55 F -1.76 -0.29 23.89
56 N -5.76 -6.17 27.19
57 S -5.45 -7.63 27.43
58 O -4.82 -8.35 26.33
59 O -6.44 -8.28 28.31
60 F -4.30 -7.28 28.50
61 S -7.27 -6.44 26.32
62 O -8.41 -6.16 27.12
63 O -7.28 -7.35 25.19
64 F -7.09 -5.12 25.40
65 N -0.75 -2.59 30.68
66 S 0.63 -3.27 30.74
67 O 0.62 -4.64 31.23
68 O 1.92 -2.54 30.70
69 F 0.46 -3.71 29.11
70 S -0.44 -1.74 32.10
71 O 0.29 -0.48 31.98
72 O -0.30 -2.57 33.29
73 F -2.01 -1.32 32.32

[2]
Below is the ion C11H24IN5PS with charge +1 in a non-equilibrium geometry, with properties calculated with ωB97M-V/def2-TZVPD.

- largest force on an atom (eV/A) = 6.7
- frontier orbital gap (eV) = 7.79
- E_tot (eV) = -47455.9049
- 2S+1 = 1
- LUMO (eV) = -3.8
- net charge = +1

Cartesian coordinates (Å):
1 C -1.65 4.72 2.24
2 C -0.30 4.87 1.27
3 S 0.63 3.21 1.19
4 C -0.25 2.28 -0.17
5 N -0.78 0.91 0.21
6 C -1.26 0.32 1.51
7 N -1.28 1.02 2.86
8 C -1.77 -1.24 1.23
9 I -2.65 -2.69 2.64
10 N -1.52 -1.49 -0.24
11 P -1.90 -3.03 -1.05
12 N -3.45 -3.40 -0.80
13 C -0.94 -0.20 -0.80
14 C -0.54 -0.18 -2.39
15 C 0.79 -1.14 -2.62
16 C 2.10 -0.68 -1.74
17 C 2.22 -1.37 -0.26
18 C 3.37 -2.53 -0.12
19 N 3.06 -3.31 1.17
20 H -1.81 3.56 2.37
21 H -2.62 5.16 1.72
22 H -1.46 5.18 3.31
23 H 0.38 5.75 1.61
24 H -0.73 5.13 0.19
25 H -1.08 2.99 -0.66
26 H 0.54 2.09 -1.05
27 H -0.31 1.31 3.16
28 H -1.53 0.26 3.55
29 H -1.72 -2.86 -2.49
30 H -0.97 -4.02 -0.54
31 H -3.90 -3.43 -1.75
32 H -1.47 -0.63 -2.98
33 H -0.39 0.91 -2.80
34 H 1.09 -0.98 -3.77
35 H 0.51 -2.28 -2.51
36 H 2.03 0.50 -1.63
37 H 3.10 -0.87 -2.37
38 H 2.43 -0.57 0.60
39 H 1.18 -1.85 0.03
40 H 3.33 -3.28 -1.03
41 H 4.44 -2.01 -0.02
42 H 2.05 -3.59 1.04
43 H 3.01 -2.55 1.91

[3]
Below is a cluster of 2 separate species, C11H24N2O4S in total in a non-equilibrium geometry, with properties calculated with ωB97M-V/def2-TZVPD.

- largest force on an atom (eV/A) = 8.2
- frontier orbital gap (eV) = 9.14
- E_tot (eV) = -33799.4196
- 2S+1 = 1
- LUMO (eV) = 0.5
- energy above the lowest of the compared OMol25 structures with the same formula, charge and spin (kcal per mole) = 84.8

Cartesian coordinates (Å):
1 C -0.04 0.89 -2.41
2 C 0.86 -0.44 -2.56
3 C -0.19 1.56 -3.77
4 C 1.10 2.13 -4.36
5 C -1.00 0.55 -4.65
6 C -1.43 1.29 -5.90
7 C -0.45 -1.35 5.62
8 C 0.78 -0.44 5.62
9 C -0.66 -2.36 4.39
10 C -1.17 -1.82 2.97
11 C 1.22 -1.13 1.51
12 H 0.34 2.80 -1.86
13 H 0.16 1.80 -0.65
14 H -0.96 0.53 -2.12
15 H -0.85 2.45 -3.69
16 H 1.87 1.34 -4.67
17 H 1.61 2.78 -3.67
18 H 0.85 2.66 -5.25
19 H -1.94 0.26 -4.06
20 H -0.41 -0.37 -4.84
21 H -0.83 1.97 -6.11
22 H -1.47 0.67 -6.60
23 H -2.27 1.71 -5.76
24 H 2.40 0.35 -1.67
25 H -1.78 -0.53 6.92
26 H -1.69 0.23 5.65
27 H -0.26 -2.02 6.44
28 H -1.37 -3.13 4.82
29 H 0.31 -2.84 4.21
30 H -1.16 -2.60 2.18
31 H -2.14 -1.49 3.11
32 H 1.72 -0.35 1.10
33 H 1.82 -1.64 2.17
34 H 0.85 -1.83 0.72
35 H 2.48 -0.30 4.77
36 N 0.54 1.86 -1.53
37 N -1.73 -0.65 5.97
38 O 0.47 -1.44 -3.14
39 O 2.18 -0.35 -2.30
40 O 0.66 0.60 6.25
41 O 1.79 -0.90 4.83
42 S -0.23 -0.42 2.31

[4]
Below is the molecule C11H24O4 in a non-equilibrium geometry, with properties calculated with ωB97M-V/def2-TZVPD.

- largest force on an atom (eV/A) = 1.4
- frontier orbital gap (eV) = 10.71
- E_tot (eV) = -19980.4650
- 2S+1 = 1
- LUMO (eV) = 0.9
- energy above the lowest of the compared OMol25 structures with the same formula, charge and spin (kcal per mole) = 110.9

Cartesian coordinates (Å):
1 C -3.86 0.02 -1.86
2 C -2.58 0.68 -1.38
3 C -2.37 0.31 0.11
4 C -1.18 1.07 0.72
5 C 0.07 0.22 0.82
6 C 0.61 -0.21 -0.55
7 C 2.03 -0.82 -0.66
8 C 2.51 -0.88 -2.10
9 C 1.61 -1.81 -2.94
10 C 1.29 -1.61 3.12
11 C 1.08 2.85 2.58
12 H -4.73 0.27 -1.27
13 H -3.75 -1.06 -1.94
14 H -4.08 0.35 -2.87
15 H -1.76 0.40 -2.04
16 H -2.63 1.78 -1.43
17 H -3.29 0.52 0.62
18 H -2.17 -0.75 0.26
19 H -0.95 1.98 0.16
20 H -1.38 1.37 1.77
21 H -0.14 -0.93 -0.91
22 H 0.56 0.69 -1.19
23 H 2.61 -0.22 0.00
24 H 2.04 -1.78 -0.21
25 H 3.55 -1.24 -2.22
26 H 2.53 0.16 -2.53
27 H 1.47 -2.80 -2.50
28 H 2.08 -1.88 -3.91
29 H 0.63 -1.37 -3.05
30 H 1.82 -0.68 3.30
31 H 0.39 -1.60 3.73
32 H 1.96 -2.46 3.34
33 H 1.27 3.28 3.57
34 H 0.26 3.38 2.11
35 H 1.97 2.89 1.93
36 O -0.25 -0.83 1.65
37 O 0.85 -1.73 1.77
38 O 1.13 0.98 1.33
39 O 0.81 1.45 2.66

[5]
Below is a structure of composition C11H25AlClO2 in a non-equilibrium geometry, with properties calculated with ωB97M-V/def2-TZVPD.

- largest force on an atom (eV/A) = 2.8
- frontier orbital gap (eV) = 7.27
- E_tot (eV) = -35025.0668
- 2S+1 = 1
- LUMO (eV) = 2.9
- net charge = -1

Cartesian coordinates (Å):
1 Al -0.27 -3.63 1.15
2 C -1.10 -2.80 -0.57
3 C 0.06 -1.74 -1.13
4 C 1.28 -2.67 -1.72
5 Cl 1.71 -2.24 -3.46
6 H -0.38 -2.59 2.34
7 H -0.97 -5.03 1.41
8 H 1.29 -3.87 0.90
9 H -1.23 -3.60 -1.43
10 H -2.13 -2.28 -0.38
11 H 0.39 -1.10 -0.20
12 H -0.46 -1.04 -1.93
13 H 2.27 -2.59 -1.07
14 H 0.95 -3.81 -1.69
15 C -1.38 1.01 4.94
16 C -1.97 1.67 3.73
17 C -0.97 1.31 2.65
18 O -0.41 0.04 3.02
19 C -0.80 -0.26 4.36
20 H -2.11 0.82 5.74
21 H -0.58 1.64 5.35
22 H -2.94 1.23 3.50
23 H -2.11 2.75 3.83
24 H -0.15 2.03 2.61
25 H -1.42 1.24 1.66
26 H -1.55 -1.06 4.33
27 H 0.07 -0.62 4.93
28 C 1.89 2.63 -2.76
29 C 1.61 2.35 -4.22
30 C 0.67 1.16 -4.13
31 O -0.06 1.30 -2.90
32 C 0.56 2.32 -2.12
33 H 2.23 3.65 -2.57
34 H 2.65 1.93 -2.39
35 H 1.09 3.20 -4.67
36 H 2.50 2.14 -4.81
37 H 1.22 0.22 -4.09
38 H -0.03 1.12 -4.97
39 H -0.10 3.20 -2.13
40 H 0.66 1.98 -1.08

[6]
Below is a structure of composition C11H25AlClO5S2, with properties calculated with ωB97M-V/def2-TZVPD.

- largest force on an atom (eV/A) = 0.3
- frontier orbital gap (eV) = 7.02
- E_tot (eV) = -62844.1839
- 2S+1 = 1
- LUMO (eV) = 2.3
- net charge = -1

Cartesian coordinates (Å):
1 C 2.07 2.78 2.24
2 C 1.52 3.20 0.88
3 O 0.67 4.30 0.96
4 Al -1.07 4.09 1.24
5 C -1.54 2.19 1.59
6 Cl -1.61 5.30 3.03
7 H 2.74 3.55 2.63
8 H 1.24 2.68 2.95
9 H 2.61 1.83 2.18
10 H 1.04 2.33 0.40
11 H 2.37 3.46 0.23
12 H -1.87 4.64 -0.07
13 H -1.79 1.68 0.66
14 H -0.74 1.61 2.07
15 H -2.42 2.11 2.25
16 C -1.78 -0.77 -4.13
17 C -2.17 0.66 -3.73
18 C -2.87 0.58 -2.37
19 S -2.16 -0.86 -1.54
20 O -3.20 -1.85 -1.35
21 O -1.35 -0.43 -0.44
22 C -1.12 -1.38 -2.90
23 H -1.10 -0.78 -4.99
24 H -2.67 -1.35 -4.40
25 H -1.28 1.28 -3.65
26 H -2.83 1.12 -4.47
27 H -2.68 1.45 -1.74
28 H -3.94 0.40 -2.46
29 H -1.06 -2.47 -2.90
30 H -0.13 -0.96 -2.72
31 C 2.52 -3.19 2.34
32 C 0.99 -3.13 2.29
33 C 0.60 -2.04 1.29
34 S 1.95 -1.95 0.11
35 O 2.61 -0.68 0.22
36 O 1.52 -2.43 -1.18
37 C 2.98 -3.19 0.89
38 H 2.88 -4.08 2.87
39 H 2.91 -2.31 2.85
40 H 0.60 -4.10 1.96
41 H 0.56 -2.93 3.27
42 H -0.32 -2.24 0.75
43 H 0.52 -1.06 1.76
44 H 4.02 -2.91 0.74
45 H 2.78 -4.14 0.40

[7]
Below is a structure of composition C11H25B3Br2FNO6S in a non-equilibrium geometry, with properties calculated with ωB97M-V/def2-TZVPD.

- largest force on an atom (eV/A) = 1.7
- frontier orbital gap (eV) = 9.80
- E_tot (eV) = -181261.1719
- 2S+1 = 1
- LUMO (eV) = 0.2

Cartesian coordinates (Å):
1 C 5.96 -0.25 0.22
2 C 4.64 -0.20 -0.54
3 C 3.53 0.52 0.18
4 N 3.45 1.98 -0.15
5 B 2.15 2.45 0.25
6 O 1.52 2.06 1.43
7 B 0.30 1.48 1.18
8 C -0.58 0.80 2.27
9 C -1.67 -0.12 1.72
10 C -3.07 0.47 1.86
11 C -4.14 -0.50 1.30
12 C -4.93 0.10 0.15
13 O -4.31 -0.23 -1.09
14 C -5.25 -0.46 -2.13
15 O -0.10 1.57 -0.18
16 B 0.14 2.87 -0.54
17 S -1.36 3.97 -0.86
18 O -2.21 3.35 -1.81
19 O -0.94 5.29 -1.11
20 F -2.12 3.94 0.49
21 O 1.39 3.30 -0.59
22 H 6.71 -0.71 -0.42
23 H 6.30 0.73 0.52
24 H 5.84 -0.90 1.08
25 H 4.76 0.20 -1.54
26 H 4.31 -1.23 -0.69
27 H 2.59 0.07 -0.15
28 H 3.57 0.35 1.26
29 H 4.14 2.46 0.43
30 H 0.09 0.23 2.91
31 H -0.99 1.60 2.88
32 H -1.51 -0.40 0.68
33 H -1.66 -1.03 2.31
34 H -3.25 0.63 2.92
35 H -3.14 1.41 1.32
36 H -4.84 -0.79 2.08
37 H -3.61 -1.36 0.90
38 H -5.95 -0.28 0.15
39 H -4.96 1.18 0.26
40 H -5.77 -1.40 -1.93
41 H -4.69 -0.52 -3.05
42 H -5.98 0.34 -2.16
43 Br 2.18 -3.18 0.54
44 C 1.35 -3.82 -1.11
45 C 2.32 -4.62 -1.93
46 Br 3.61 -3.48 -2.83
47 H 0.98 -2.95 -1.64
48 H 0.51 -4.43 -0.79
49 H 1.80 -5.16 -2.72
50 H 2.89 -5.33 -1.33

[8]
Below is a structure of composition C11H25CeN2O5P2 in a non-equilibrium geometry, with properties calculated with ωB97M-V/def2-TZVPD.

- largest force on an atom (eV/A) = 3.1
- frontier orbital gap (spin up / spin down) (eV) = 5.65 / 5.63
- E_tot (eV) = -56523.5882
- 2S+1 = 1
- LUMO (spin up / spin down) (eV) = -5.6 / -5.6
- energy above the lowest of the compared OMol25 structures with the same formula, charge and spin (kcal per mole) = 17.8
- net charge = +1

Cartesian coordinates (Å):
1 C 2.56 -2.86 -1.86
2 C 1.46 -2.08 -1.48
3 N 1.61 -0.81 -1.02
4 C 2.87 -0.37 -0.80
5 C 3.99 -1.13 -1.11
6 C 3.85 -2.41 -1.64
7 C 0.16 -2.81 -1.34
8 P -1.42 -1.85 -1.37
9 Ce -0.36 0.67 -0.59
10 P 1.83 1.67 0.98
11 C 3.11 1.02 -0.18
12 O 0.21 -3.74 1.06
13 O 0.54 -1.61 2.24
14 H 2.35 -3.86 -2.21
15 H 4.98 -0.71 -0.86
16 H 4.72 -2.99 -1.93
17 C -2.00 -1.92 -3.11
18 C -2.56 -3.01 -0.56
19 H 4.04 0.99 0.43
20 H 3.26 1.76 -0.99
21 H 0.15 -3.36 -0.37
22 H 0.06 -3.52 -2.18
23 C 2.18 3.46 0.87
24 C 2.55 1.27 2.60
25 H -0.38 -1.85 3.75
26 H 1.45 -1.64 2.61
27 H 0.39 -2.75 1.68
28 H 0.91 -4.39 1.12
29 H 0.41 2.19 -1.28
30 H -1.06 -1.62 4.24
31 H -2.43 -2.91 -3.30
32 H -2.78 -1.13 -3.18
33 H -1.17 -1.70 -3.80
34 H -2.97 -3.70 -1.31
35 H -2.02 -3.56 0.22
36 H -3.37 -2.43 -0.10
37 H 3.55 1.73 2.71
38 H 1.88 1.67 3.38
39 H 2.61 0.18 2.72
40 H 3.08 3.70 1.45
41 H 2.31 3.74 -0.18
42 H 1.32 4.00 1.29
43 O -3.37 3.05 0.51
44 N -2.48 2.30 0.17
45 O -2.14 2.16 -1.10
46 O -1.78 1.57 1.01

[9]
Below is a structure of composition C11H25CrO4Sb in a non-equilibrium geometry, with properties calculated with ωB97M-V/def2-TZVPD.

- largest force on an atom (eV/A) = 2.4
- frontier orbital gap (spin up / spin down) (eV) = 8.46 / 9.41
- E_tot (eV) = -54944.0020
- ⟨S²⟩ = 6.009
- 2S+1 = 5
- LUMO (spin up / spin down) (eV) = -6.2 / -5.9
- net charge = +2

Cartesian coordinates (Å):
1 Cr -0.01 -0.07 0.24
2 C -0.92 -1.09 2.84
3 C -1.36 -2.16 1.81
4 O -1.02 -1.78 0.45
5 C -0.44 -2.88 -0.36
6 C 0.23 -2.38 -1.60
7 O 0.99 -1.14 -1.37
8 C 2.42 -1.35 -1.15
9 C 2.98 -0.11 -0.46
10 O 1.99 0.21 0.58
11 C 2.39 0.50 1.95
12 C 1.48 -0.29 2.85
13 O 0.12 -0.20 2.29
14 H -0.48 -1.59 3.73
15 H -1.73 -0.46 3.22
16 H -2.44 -2.24 1.75
17 H -0.96 -3.18 2.08
18 H -1.24 -3.55 -0.62
19 H 0.23 -3.46 0.32
20 H -0.54 -2.28 -2.39
21 H 1.03 -3.07 -1.92
22 H 2.90 -1.58 -2.15
23 H 2.51 -2.25 -0.50
24 H 2.97 0.71 -1.22
25 H 4.01 -0.26 -0.02
26 H 2.21 1.52 2.08
27 H 3.44 0.24 2.08
28 H 1.46 0.05 3.87
29 H 1.77 -1.36 2.81
30 C -2.16 1.31 -2.83
31 Sb -1.24 2.10 -1.03
32 C -2.88 2.94 0.09
33 C -0.42 3.84 -2.08
34 H -3.10 1.86 -2.94
35 H -2.39 0.24 -2.85
36 H -1.43 1.60 -3.60
37 H -3.05 2.47 1.07
38 H -3.84 2.75 -0.47
39 H -2.73 4.02 0.23
40 H -1.06 4.10 -2.95
41 H 0.63 3.59 -2.41
42 H -0.34 4.69 -1.38

[10]
Below is a structure of composition C11H25Cs2N3O11S2 in a non-equilibrium geometry, with properties calculated with ωB97M-V/def2-TZVPD.

- largest force on an atom (eV/A) = 3.7
- frontier orbital gap (eV) = 7.20
- E_tot (eV) = -61574.3298
- 2S+1 = 1
- LUMO (eV) = -0.7
- energy above the lowest of the compared OMol25 structures with the same formula, charge and spin (kcal per mole) = 0.0

Cartesian coordinates (Å):
1 Cs 3.27 -2.70 2.65
2 Cs 1.05 2.43 4.05
3 S 0.18 -0.63 2.15
4 O 0.49 -1.50 0.99
5 O 1.17 -0.88 3.20
6 O 0.18 0.78 1.73
7 O -1.19 -0.95 2.59
8 C -5.05 -0.75 1.88
9 C -5.00 0.17 3.06
10 O -6.02 0.54 3.63
11 N -3.77 0.65 3.37
12 C -3.56 1.33 4.62
13 H -5.84 -1.49 1.99
14 H -4.15 -1.37 1.83
15 H -5.15 -0.28 0.90
16 H -2.98 0.16 2.94
17 H -2.59 1.85 4.62
18 H -3.53 0.58 5.42
19 H -4.27 2.12 4.83
20 C 2.89 5.26 -0.69
21 C 2.25 4.20 0.19
22 O 2.32 4.21 1.43
23 N 1.44 3.31 -0.40
24 C 0.99 3.26 -1.78
25 H 2.06 5.69 -1.25
26 H 3.52 4.76 -1.43
27 H 3.37 6.01 -0.07
28 H 1.05 2.60 0.21
29 H 1.56 2.59 -2.43
30 H 0.97 4.23 -2.27
31 H -0.02 2.85 -1.84
32 C 2.15 -2.45 -1.77
33 C 3.44 -3.22 -1.68
34 O 4.33 -2.89 -0.90
35 N 3.46 -4.36 -2.40
36 C 4.65 -5.21 -2.44
37 H 2.00 -1.96 -2.73
38 H 2.10 -1.69 -0.99
39 H 1.31 -3.08 -1.46
40 H 2.75 -4.59 -3.07
41 H 5.26 -4.89 -3.29
42 H 4.39 -6.24 -2.69
43 H 5.23 -5.23 -1.52
44 C -1.29 -0.02 -0.88
45 C -1.43 -1.40 -1.56
46 O -2.02 -1.15 -2.85
47 S -1.89 0.43 -3.19
48 O -2.95 0.86 -4.04
49 O -0.53 0.72 -3.54
50 O -2.09 0.89 -1.67
51 H -0.30 0.39 -0.77
52 H -1.78 -0.11 0.09
53 H -2.07 -2.11 -1.07
54 H -0.39 -1.70 -1.69